(1)
The following is a DFT calculation (the ωB97M-V functional and the def2-TZVPD basis) of a molecular structure, C41H55N11O6S3Zr.

Output
- Multiplicity: 1
- Energy relative to the best compared isomer or geometry (same formula, charge and spin): 2.270 eV
- Energy: -3890.3601 Eh
- M: 985.39 g mol⁻¹
- HOMO-LUMO gap: 7.68 eV
- HOMO: -12.46 eV
- Total charge: +2

Atoms and positions in Å:
Zr: -0.36 0.01 0.27
C: -3.62 1.79 -3.33
C: -2.60 1.24 -2.39
N: -2.61 0.08 -1.83
O: -3.64 -0.77 -2.08
C: -1.47 2.10 -1.94
C: -1.40 3.57 -2.11
N: -0.63 1.45 -1.23
O: 0.27 1.95 -0.38
H: -4.17 1.02 -3.87
H: -3.14 2.41 -4.08
H: -4.34 2.41 -2.80
H: -4.30 -0.34 -2.64
H: -1.97 3.91 -2.97
H: -0.36 3.89 -2.21
H: -1.80 4.05 -1.21
N: -5.16 2.08 6.74
C: -4.40 2.07 5.61
C: -4.53 1.04 4.67
C: -3.74 1.01 3.54
C: -2.80 2.02 3.32
C: -2.67 3.06 4.24
C: -3.46 3.08 5.37
S: -1.77 2.02 1.92
O: -1.61 3.35 1.45
O: -2.31 1.02 0.94
N: -0.40 1.19 2.22
C: 0.70 1.84 2.73
N: 0.57 3.03 3.31
C: 1.68 3.59 3.78
C: 2.92 2.97 3.71
C: 2.95 1.72 3.12
N: 1.85 1.14 2.63
H: -5.94 1.46 6.82
H: -5.17 2.90 7.32
H: -5.27 0.26 4.83
H: -3.86 0.22 2.82
H: -1.96 3.85 4.05
H: -3.36 3.89 6.08
H: 1.57 4.56 4.24
H: 3.81 3.43 4.10
H: 3.87 1.15 3.04
O: 1.19 -1.16 1.49
H: 1.67 -0.39 1.96
H: 0.90 -1.76 2.18
N: -0.22 -5.84 -4.43
C: 0.55 -4.73 -4.40
O: 1.48 -4.52 -5.14
C: 0.21 -3.72 -3.33
C: 0.04 -4.07 -1.99
C: -0.15 -3.06 -1.06
N: -0.20 -1.77 -1.39
C: -0.05 -1.44 -2.68
C: 0.16 -2.38 -3.67
H: -0.04 -6.53 -5.14
H: -1.06 -5.92 -3.89
H: 0.09 -5.10 -1.67
H: -0.24 -3.30 -0.01
H: -0.08 -0.39 -2.91
H: 0.31 -2.06 -4.69
C: 6.93 -2.20 -0.85
C: 5.97 -3.35 -1.14
C: 4.49 -2.97 -1.21
C: 3.89 -2.45 0.10
N: 4.25 -1.07 0.41
C: 3.72 0.00 -0.20
S: 2.37 -0.15 -1.23
N: 4.32 1.19 -0.01
C: 3.88 2.46 -0.58
C: 4.57 2.79 -1.89
C: 6.10 2.77 -1.82
C: 6.68 3.75 -0.81
H: 7.96 -2.49 -1.06
H: 6.91 -1.89 0.20
H: 6.70 -1.33 -1.47
H: 6.11 -4.14 -0.40
H: 6.24 -3.80 -2.10
H: 3.92 -3.85 -1.51
H: 4.32 -2.22 -1.99
H: 4.22 -3.05 0.95
H: 2.80 -2.49 0.06
H: 5.14 -0.94 0.88
H: 5.24 1.18 0.42
H: 4.06 3.22 0.18
H: 2.80 2.38 -0.72
H: 4.23 3.78 -2.20
H: 4.22 2.08 -2.65
H: 6.49 2.99 -2.81
H: 6.45 1.76 -1.60
H: 6.35 4.77 -1.02
H: 7.76 3.74 -0.82
H: 6.37 3.52 0.21
N: -1.68 -1.57 1.29
S: -1.60 -2.89 2.20
C: -2.05 -2.46 3.88
C: -1.72 -1.20 4.34
C: -1.97 -0.89 5.67
C: -2.52 -1.83 6.52
C: -2.83 -3.10 6.05
C: -2.60 -3.42 4.72
C: -2.92 -3.97 1.70
C: -2.58 -5.21 1.20
C: -3.59 -6.06 0.76
C: -4.91 -5.65 0.83
C: -5.24 -4.40 1.34
C: -4.24 -3.55 1.78
H: -2.61 -1.16 1.28
H: -1.31 -0.46 3.67
H: -1.73 0.11 6.03
H: -2.70 -1.58 7.55
H: -3.26 -3.83 6.71
H: -2.85 -4.41 4.36
H: -1.55 -5.52 1.16
H: -3.35 -7.04 0.38
H: -5.70 -6.31 0.50
H: -6.28 -4.09 1.40
H: -4.49 -2.58 2.20

Atom charges from the Löwdin analysis, given in e for atoms 1 to 99: number 1, Zr, carries 1.786; number 2, C, carries 0.006; number 3, C, carries -0.255; number 4, N, carries 0.005; number 5, O, carries 0.007; number 6, C, carries -0.239; number 7, C, carries 0.028; number 8, N, carries -0.236; number 9, O, carries -0.296; number 10, H, carries 0.085; number 11, H, carries 0.093; number 12, H, carries 0.114; number 13, H, carries 0.084; number 14, H, carries 0.082; number 15, H, carries 0.101; number 16, H, carries 0.102; number 17, N, carries 0.140; number 18, C, carries -0.306; number 19, C, carries -0.021; number 20, C, carries -0.079; number 21, C, carries -0.302; number 22, C, carries -0.047; number 23, C, carries -0.006; number 24, S, carries 0.675; number 25, O, carries -0.240; number 26, O, carries -0.440; number 27, N, carries -0.231; number 28, C, carries -0.436; number 29, N, carries 0.151; number 30, C, carries -0.078; number 31, C, carries -0.027; number 32, C, carries -0.100; number 33, N, carries 0.099; number 34, H, carries 0.108; number 35, H, carries 0.110; number 36, H, carries 0.121; number 37, H, carries 0.103; number 38, H, carries 0.112; number 39, H, carries 0.121; number 40, H, carries 0.125; number 41, H, carries 0.111; number 42, H, carries 0.116; number 43, O, carries -0.209; number 44, H, carries 0.036; number 45, H, carries 0.056; number 46, N, carries 0.191; number 47, C, carries -0.507; number 48, O, carries 0.102; number 49, C, carries -0.106; number 50, C, carries 0.019; number 51, C, carries -0.125; number 52, N, carries -0.086; number 53, C, carries -0.178; number 54, C, carries 0.042; number 55, H, carries 0.126; number 56, H, carries 0.108; number 57, H, carries 0.123; number 58, H, carries 0.066; number 59, H, carries 0.093; number 60, H, carries 0.136; number 61, C, carries -0.105; number 62, C, carries -0.250; number 63, C, carries -0.202; number 64, C, carries -0.210; number 65, N, carries 0.017; number 66, C, carries -0.735; number 67, S, carries 0.756; number 68, N, carries 0.023; number 69, C, carries -0.214; number 70, C, carries -0.191; number 71, C, carries -0.262; number 72, C, carries -0.105; number 73, H, carries 0.079; number 74, H, carries 0.058; number 75, H, carries 0.072; number 76, H, carries 0.110; number 77, H, carries 0.112; number 78, H, carries 0.113; number 79, H, carries 0.096; number 80, H, carries 0.130; number 81, H, carries 0.065; number 82, H, carries 0.127; number 83, H, carries 0.143; number 84, H, carries 0.117; number 85, H, carries 0.071; number 86, H, carries 0.121; number 87, H, carries 0.105; number 88, H, carries 0.113; number 89, H, carries 0.094; number 90, H, carries 0.082; number 91, H, carries 0.077; number 92, H, carries 0.059; number 93, N, carries -0.421; number 94, S, carries 1.074; number 95, C, carries -0.376; number 96, C, carries -0.094; number 97, C, carries -0.059; number 98, C, carries -0.048; number 99, C, carries -0.048

---

(2)
The following is a DFT calculation (the ωB97M-V functional and the def2-TZVPD basis) of a molecular structure, C41H55N8SSi4TeTi.

Output
- Multiplicity: 1
- Energy relative to the best compared isomer or geometry (same formula, charge and spin): 0.000 eV
- Energy: -4707.2803 Eh
- M: 979.83 g mol⁻¹
- HOMO-LUMO gap (spin up / spin down): 5.55 / 5.55 eV
- HOMO (spin up / spin down): -3.89 / -3.89 eV
- Total charge: -1

Atoms and positions in Å:
Ti: 1.03 -1.14 1.25
C: 6.57 -1.13 1.94
C: 5.94 -2.31 2.27
C: 4.58 -2.32 2.55
C: 3.84 -1.14 2.49
C: 4.48 0.05 2.17
C: 5.84 0.05 1.89
N: 2.44 -1.17 2.72
C: 2.01 -1.30 4.02
C: 2.79 -1.24 5.17
C: 2.21 -1.49 6.41
C: 0.86 -1.82 6.51
C: 0.07 -1.87 5.37
C: 0.63 -1.55 4.14
N: 0.02 -1.63 2.90
N: -1.25 -2.15 2.86
C: -1.53 -2.46 1.63
C: -2.75 -3.13 1.27
C: -2.92 -3.62 0.02
C: -1.88 -3.45 -0.95
C: -0.77 -2.76 -0.59
N: -0.58 -2.21 0.65
H: 7.63 -1.12 1.71
H: 6.50 -3.24 2.31
H: 4.07 -3.25 2.80
H: 3.89 0.95 2.12
H: 6.33 0.98 1.62
H: 3.85 -1.03 5.10
H: 2.83 -1.45 7.30
H: 0.43 -2.04 7.48
H: -0.97 -2.15 5.42
H: -3.49 -3.26 2.05
H: -3.83 -4.14 -0.24
H: -1.98 -3.85 -1.95
H: 0.03 -2.59 -1.31
C: 1.21 -6.95 1.60
C: 0.99 -5.87 2.45
C: 1.32 -4.59 2.04
C: 1.88 -4.39 0.79
C: 2.10 -5.46 -0.07
C: 1.76 -6.74 0.34
N: 2.18 -3.05 0.41
N: 3.06 -2.91 -0.46
C: 3.29 -1.57 -0.84
C: 4.30 -1.39 -1.78
C: 4.60 -0.11 -2.21
C: 3.88 0.96 -1.69
C: 2.87 0.75 -0.75
C: 2.54 -0.52 -0.27
H: 0.94 -7.95 1.91
H: 0.55 -6.02 3.43
H: 1.14 -3.73 2.68
H: 2.52 -5.27 -1.05
H: 1.92 -7.57 -0.33
H: 4.83 -2.26 -2.16
H: 5.38 0.06 -2.94
H: 4.10 1.97 -2.02
H: 2.33 1.61 -0.39
S: 0.57 1.22 1.52
C: -1.04 1.00 2.18
N: -2.08 0.69 1.49
C: -3.20 0.60 2.43
C: -2.57 0.62 3.83
N: -1.26 1.19 3.54
H: -1.52 0.40 -0.52
H: -3.78 -0.31 2.24
H: -3.87 1.45 2.28
H: -2.47 -0.39 4.23
H: -3.13 1.24 4.54
H: -0.49 0.93 4.13
C: -5.19 3.62 -2.87
Si: -4.17 2.04 -2.64
C: -4.61 0.84 -4.01
C: -4.60 1.27 -0.98
Si: -1.89 2.51 -2.69
Te: -0.77 0.37 -2.01
Si: -1.34 4.29 -1.28
C: -2.24 4.09 0.35
C: 0.51 4.36 -0.99
C: -1.90 5.89 -2.10
Si: -1.06 2.84 -4.85
C: -1.09 1.23 -5.82
C: -2.10 4.12 -5.77
C: 0.72 3.45 -4.76
H: -6.26 3.39 -2.86
H: -4.95 4.11 -3.81
H: -5.00 4.33 -2.07
H: -5.65 0.50 -3.92
H: -3.96 -0.03 -3.97
H: -4.50 1.30 -5.00
H: -5.67 1.06 -0.92
H: -4.32 1.93 -0.16
H: -4.05 0.34 -0.84
H: -2.04 3.11 0.77
H: -3.32 4.20 0.22
H: -1.91 4.85 1.06
H: 0.83 3.44 -0.51
H: 0.76 5.19 -0.33
H: 1.06 4.49 -1.92
H: -2.97 5.89 -2.32
H: -1.37 6.06 -3.04
H: -1.70 6.74 -1.45
H: -2.11 0.86 -5.92
H: -0.51 0.46 -5.32
H: -0.68 1.38 -6.82
H: -3.13 3.76 -5.89
H: -1.70 4.31 -6.77
H: -2.13 5.06 -5.23
H: 1.33 2.77 -4.16
H: 0.78 4.44 -4.31
H: 1.16 3.50 -5.76

Atom charges from the Löwdin analysis, given in e for atoms 1 to 99: number 1, Ti, carries 0.791; number 2, C, carries -0.110; number 3, C, carries -0.091; number 4, C, carries -0.037; number 5, C, carries -0.313; number 6, C, carries -0.028; number 7, C, carries -0.085; number 8, N, carries -0.068; number 9, C, carries -0.250; number 10, C, carries -0.028; number 11, C, carries -0.123; number 12, C, carries -0.128; number 13, C, carries -0.047; number 14, C, carries -0.262; number 15, N, carries -0.163; number 16, N, carries 0.072; number 17, C, carries -0.383; number 18, C, carries -0.030; number 19, C, carries -0.093; number 20, C, carries -0.098; number 21, C, carries -0.231; number 22, N, carries -0.043; number 23, H, carries 0.090; number 24, H, carries 0.095; number 25, H, carries 0.113; number 26, H, carries 0.114; number 27, H, carries 0.098; number 28, H, carries 0.105; number 29, H, carries 0.088; number 30, H, carries 0.085; number 31, H, carries 0.092; number 32, H, carries 0.104; number 33, H, carries 0.095; number 34, H, carries 0.093; number 35, H, carries 0.081; number 36, C, carries -0.094; number 37, C, carries -0.066; number 38, C, carries -0.012; number 39, C, carries -0.242; number 40, C, carries -0.029; number 41, C, carries -0.091; number 42, N, carries 0.000; number 43, N, carries 0.118; number 44, C, carries -0.294; number 45, C, carries -0.040; number 46, C, carries -0.097; number 47, C, carries -0.086; number 48, C, carries -0.179; number 49, C, carries -0.194; number 50, H, carries 0.096; number 51, H, carries 0.106; number 52, H, carries 0.097; number 53, H, carries 0.104; number 54, H, carries 0.097; number 55, H, carries 0.103; number 56, H, carries 0.093; number 57, H, carries 0.097; number 58, H, carries 0.032; number 59, S, carries 0.651; number 60, C, carries -0.855; number 61, N, carries -0.017; number 62, C, carries -0.199; number 63, C, carries -0.175; number 64, N, carries 0.012; number 65, H, carries -0.212; number 66, H, carries 0.096; number 67, H, carries 0.095; number 68, H, carries 0.083; number 69, H, carries 0.099; number 70, H, carries 0.100; number 71, C, carries -0.221; number 72, Si, carries 0.315; number 73, C, carries -0.226; number 74, C, carries -0.221; number 75, Si, carries 0.095; number 76, Te, carries 0.729; number 77, Si, carries 0.331; number 78, C, carries -0.204; number 79, C, carries -0.207; number 80, C, carries -0.220; number 81, Si, carries 0.304; number 82, C, carries -0.228; number 83, C, carries -0.219; number 84, C, carries -0.220; number 85, H, carries 0.025; number 86, H, carries 0.017; number 87, H, carries 0.014; number 88, H, carries 0.026; number 89, H, carries 0.022; number 90, H, carries 0.015; number 91, H, carries 0.031; number 92, H, carries 0.007; number 93, H, carries 0.018; number 94, H, carries 0.003; number 95, H, carries 0.021; number 96, H, carries 0.035; number 97, H, carries -0.015; number 98, H, carries 0.033; number 99, H, carries 0.012